Entry 1:
Entry from the OMol25 dataset: a 5-piece molecular cluster, C30H51N2O21P3S overall in a non-equilibrium geometry (wB97M-V/def2-TZVPD).

Computed properties:
Highest occupied orbital energy in eV: -8.9
Structure (SMILES): CCCON(c1cccnc1)[C@@](O)(CO[C@H](PP(=O)(O)O)P(O)(O)=S)OCCC.C[C@@H]1COC(=O)O1.C[C@@H]1COC(=O)O1.C[C@@H]1COC(=O)O1.C[C@@H]1COC(=O)O1
Net charge: 0
LUMO energy in eV: -0.66

Last column: Löwdin charge in e.
Element x y z (Å)
C 4.434725 3.473037 -4.097840  -0.123
C 3.111171 2.667981 -4.687283  -0.208
C 3.604618 1.553304 -5.793050  -0.155
O 4.287155 0.390247 -5.187981  -0.119
N 3.524508 -0.220336 -4.290240  -0.145
C 2.351374 -0.967062 -4.819650  -0.089
C 0.853062 -0.299257 -4.475595  0.060
C -0.378592 -1.193683 -5.154737  -0.036
C -0.201587 -2.564761 -6.008196  -0.099
N 1.159778 -3.099284 -6.281361  -0.024
C 2.300133 -2.316389 -5.728919  -0.040
C 4.186018 -0.727768 -3.072633  -0.352
O 4.522136 0.489869 -2.252611  -0.030
C 3.367248 -1.733250 -2.090289  -0.104
O 2.031128 -1.353124 -1.673981  -0.220
C 1.943419 -0.383067 -0.600566  -0.620
P 2.798778 -0.805871 1.041958  0.824
P 2.405673 0.975301 2.316277  0.548
O 1.194930 0.770061 3.309261  -0.468
O 2.070004 2.392500 1.298541  -0.276
O 3.828767 1.432923 3.257787  -0.265
P 0.043332 -0.211104 -0.200908  0.399
O -0.479071 1.446824 -0.059822  -0.299
O -0.815895 -0.896514 -1.597170  -0.302
S -0.526527 -1.259930 1.333058  0.279
O 5.538670 -1.347157 -3.273232  -0.097
C 5.516861 -2.417909 -4.262551  -0.221
C 7.087300 -2.992129 -4.347119  -0.205
C 7.138694 -3.979052 -5.660194  -0.152
H 4.524697 3.320153 -2.930574  0.076
H 4.349655 4.628842 -4.313196  0.080
H 5.402591 3.058599 -4.613419  0.086
H 2.465689 2.156948 -3.849243  0.080
H 2.441149 3.468599 -5.219500  0.113
H 4.409591 2.079220 -6.494636  0.146
H 2.694068 1.249805 -6.487035  0.131
H 0.702130 0.683593 -3.860235  0.092
H -1.480328 -0.788206 -4.993370  0.087
H -1.194880 -3.104987 -6.392699  0.116
H 3.375074 -2.763052 -6.004311  0.101
H 3.810250 1.172805 -2.436887  0.074
H 3.241286 -2.760708 -2.688556  0.152
H 4.115530 -2.017882 -1.204069  0.148
H 2.253781 0.705716 -0.980838  0.119
H 2.240024 -2.001948 1.674944  -0.048
H 1.692566 3.131416 1.865162  0.090
H 3.437478 1.977211 4.030185  0.101
H -0.682270 1.550728 0.935602  0.077
H -1.482529 -1.568738 -1.212151  0.060
H 4.867247 -3.353845 -4.002857  0.126
H 5.310315 -2.001080 -5.361081  0.131
H 7.761520 -2.044839 -4.617410  0.125
H 7.438957 -3.486514 -3.346671  0.116
H 7.232946 -3.368017 -6.664030  0.083
H 6.110898 -4.550334 -5.711335  0.076
H 8.057850 -4.702290 -5.605742  0.077
C -5.796842 0.689129 0.312397  -0.013
C -5.775992 -0.822673 0.212952  -0.339
C -5.240599 -1.501225 1.437575  -0.111
O -4.739060 -2.719802 0.915216  0.067
C -4.395603 -2.467854 -0.384572  -0.512
O -3.751769 -3.227743 -1.088358  0.118
O -4.865740 -1.250199 -0.788126  0.080
H -6.553823 1.026756 1.026782  0.095
H -4.822680 1.079256 0.626852  0.082
H -6.009963 1.134046 -0.665182  0.088
H -6.771488 -1.196692 -0.055546  0.165
H -6.015650 -1.690605 2.185207  0.105
H -4.412047 -0.962323 1.910061  0.142
C -5.160398 -0.156779 6.343276  -0.018
C -6.543755 -0.144229 5.725186  -0.346
C -7.438905 -1.237367 6.225722  -0.111
O -8.332515 -1.419379 5.140521  0.072
C -7.649354 -1.050066 4.014560  -0.497
O -8.032992 -1.256099 2.875420  0.128
O -6.478309 -0.423824 4.335568  0.074
H -5.196856 0.135623 7.397093  0.093
H -4.703772 -1.150077 6.273080  0.091
H -4.496102 0.530137 5.808590  0.091
H -7.002828 0.844252 5.848272  0.165
H -7.982347 -0.953349 7.131000  0.146
H -6.916808 -2.183796 6.404176  0.143
C 1.768931 -1.309669 5.336752  -0.026
C 2.950306 -1.497222 6.266831  -0.350
C 2.709905 -2.500957 7.353800  -0.118
O 3.588241 -2.059415 8.375023  0.061
C 3.733150 -0.710605 8.200098  -0.507
O 4.260399 0.037489 9.006095  0.131
O 3.204911 -0.312257 7.004751  0.084
H 1.617484 -2.192940 4.708855  0.093
H 0.847999 -1.119927 5.898852  0.097
H 1.924786 -0.439293 4.690852  0.026
H 3.851748 -1.733687 5.688489  0.161
H 2.956459 -3.520616 7.045530  0.143
H 1.687781 -2.483737 7.747657  0.141
C -2.920940 3.698827 -1.060289  -0.019
C -4.053148 4.619747 -0.653002  -0.351
C -3.594852 5.959387 -0.160960  -0.115
O -4.653420 6.345861 0.698923  0.065
C -5.212218 5.187476 1.164516  -0.504
O -6.020910 5.128401 2.075446  0.134
O -4.740791 4.105305 0.476595  0.075
H -2.437780 4.049815 -1.977196  0.095
H -2.163332 3.629320 -0.272081  0.075
H -3.294345 2.682589 -1.224185  0.086
H -4.775849 4.714176 -1.472625  0.163
H -3.469932 6.683619 -0.970533  0.144
H -2.671481 5.917602 0.427086  0.141

Atomic forces in eV per Å
C -0.3 -0.1 0.3
C 0.7 0.2 -0.4
C -0.6 1.8 -0.5
O 1.2 2.1 -2.5
N -3.7 -3.6 2.3
C -5.2 -1.0 -1.1
C 0.9 -5.2 -3.6
C 2.1 -0.2 0.1
C 3.0 3.1 2.1
N -1.0 4.6 2.8
C -0.9 1.0 0.7
C 1.5 1.5 1.5
O -1.3 -0.9 -1.2
C 1.3 -2.1 -1.2
O 1.4 0.7 1.3
C -1.5 2.0 -1.3
P 2.1 0.0 -0.8
P -3.3 3.1 3.9
O 3.8 1.0 -3.2
O 0.7 -2.0 2.1
O -3.3 -0.1 -1.0
P -3.3 -0.9 -1.4
O 1.0 -2.7 1.1
O 0.8 0.9 2.9
S 0.2 0.5 -0.3
O -3.0 -0.1 -0.7
C 2.4 -0.8 -1.0
C -0.5 1.2 -1.3
C -0.2 0.2 0.2
H 0.0 0.4 -2.4
H 0.2 -2.4 0.4
H -1.9 0.8 1.1
H 1.3 1.0 -1.6
H 1.1 -1.8 0.9
H -1.6 -1.4 1.6
H 1.9 0.2 1.6
H 0.2 -2.2 -1.3
H 2.6 -1.0 -0.3
H 2.8 1.2 0.8
H -2.8 1.0 0.6
H 1.3 -1.4 0.0
H -0.1 2.4 1.3
H -1.7 1.1 -1.8
H -0.2 -2.3 1.2
H -0.5 1.5 -0.4
H 0.6 -1.5 -0.7
H 0.7 -1.3 -1.6
H 0.5 -0.4 -2.0
H 1.4 1.5 -0.6
H 0.8 1.9 -0.4
H 0.1 -0.8 2.5
H -1.4 -2.1 1.0
H -0.8 0.9 -2.0
H -0.2 -1.1 2.1
H 2.2 0.7 0.0
H -2.0 1.2 -0.1
C 0.2 0.2 -0.3
C -0.7 1.3 0.4
C -0.5 0.1 1.0
O 0.5 -0.2 -1.3
C 1.1 -1.3 -1.0
O -1.1 1.6 1.4
O 0.7 -1.2 0.0
H 0.1 -0.1 -0.1
H -0.1 -0.1 0.0
H -0.1 -0.1 0.1
H 0.1 0.0 0.1
H 0.3 -0.1 -0.4
H -0.1 0.1 -0.2
C 0.3 0.0 -0.3
C 1.0 0.4 1.0
C -0.3 -0.1 0.9
O 0.3 0.2 -1.2
C -0.9 -0.4 -1.9
O 0.7 0.5 2.4
O -1.0 -0.5 -0.7
H -0.1 0.0 -0.2
H -0.2 0.1 0.0
H -0.2 0.0 0.2
H -0.1 -0.1 0.0
H -0.1 -0.1 -0.2
H 0.1 0.2 0.0
C 0.2 0.4 0.1
C -1.0 -0.4 -1.1
C -0.1 -0.8 -0.1
O 0.3 1.0 0.2
C 1.1 1.6 1.7
O -1.2 -1.7 -1.8
O 0.5 -0.1 1.1
H 0.1 0.1 0.1
H 0.1 -0.1 0.0
H -0.1 -0.5 0.2
H 0.0 -0.1 0.1
H 0.1 0.2 0.2
H 0.0 0.1 -0.2
C 0.0 -0.4 0.2
C 1.0 -0.6 -0.9
C 0.4 0.6 -0.5
O -0.6 -0.7 0.5
C -1.7 -0.1 2.0
O 1.8 0.1 -2.1
O -0.5 0.7 0.7
H -0.1 0.0 0.1
H -0.1 0.1 -0.1
H 0.0 0.2 -0.1
H 0.0 0.1 0.1
H -0.1 0.0 0.2
H 0.0 -0.2 -0.1

=====

Entry 2:
Entry from the OMol25 dataset: a 12-piece molecular cluster, C5H36N2O11 overall in a non-equilibrium geometry (wB97M-V/def2-TZVPD).

Computed properties:
Highest occupied orbital energy in eV: -8.9
Structure (SMILES): NCCCCCN.O.O.O.O.O.O.O.O.O.O.O
Net charge: 0
LUMO energy in eV: -0.26
Relative energy (zero: lowest compared OMol25 entry of this formula, charge and spin) in eV: 0.000

Last column: natural (NBO) charge in e.
Element x y z (Å)
N 0.635188 1.486319 1.393427  -0.902
C 0.170673 0.737237 0.187792  -0.242
C 0.475798 -0.748105 0.329193  -0.439
C 1.775029 -1.203342 -0.339926  -0.417
C 1.859921 -0.989949 -1.852999  -0.419
C 0.584349 -1.378876 -2.609230  -0.223
N 0.169656 -2.771504 -2.461134  -0.841
H 1.596523 1.776946 1.257442  0.384
H 0.066870 2.307965 1.548717  0.381
H 0.590814 1.148774 -0.733734  0.186
H -0.894766 0.911398 0.075538  0.196
H -0.361724 -1.291192 -0.101219  0.238
H 0.516155 -1.052168 1.366068  0.223
H 2.648123 -0.766692 0.181768  0.175
H 1.892365 -2.272410 -0.132167  0.236
H 2.095139 0.054928 -2.107283  0.163
H 2.685764 -1.572315 -2.275559  0.209
H -0.257235 -0.748706 -2.306394  0.184
H 0.729435 -1.160450 -3.668042  0.192
H 0.014001 -2.994100 -1.480392  0.384
H 0.876011 -3.396540 -2.834895  0.349
O 0.616999 -0.282372 3.673962  -1.022
H 0.698136 0.314273 2.882736  0.518
H 0.872141 0.178372 4.478760  0.492
O -2.901768 -2.093776 1.125690  -1.014
H -3.090713 -1.517934 0.344086  0.499
H -2.621190 -1.437874 1.806256  0.495
O 0.557059 4.015218 -0.632785  -0.967
H 1.315184 3.532016 -0.296823  0.493
H -0.224040 3.687702 -0.162257  0.493
O -2.060239 -0.102689 2.848782  -0.956
H -1.655745 0.528841 2.253616  0.463
H -1.272329 -0.393464 3.366372  0.505
O 1.057691 -2.964192 3.219628  -0.982
H 1.997844 -3.122300 3.406478  0.466
H 0.899031 -2.014377 3.400350  0.497
O -0.877212 -3.961251 0.649845  -1.006
H -0.378556 -3.943301 1.487764  0.479
H -1.669529 -3.395043 0.842935  0.506
O -3.192205 -0.465299 -1.151557  -1.008
H -3.420717 -1.122787 -1.844987  0.490
H -2.634943 0.241529 -1.545538  0.512
O -1.991721 2.956795 0.803570  -0.984
H -2.610816 2.210882 0.761129  0.501
H -2.479579 3.725953 1.119047  0.494
O 2.894087 2.024593 -0.453041  -0.988
H 3.776492 2.407858 -0.529510  0.495
H 2.921585 1.062169 -0.568429  0.501
O -1.894154 1.662839 -2.267780  -0.990
H -0.965662 1.821413 -2.583534  0.516
H -2.116092 2.466145 -1.781695  0.475
O 0.613222 2.575115 -3.002519  -0.974
H 0.562938 3.265499 -2.298978  0.506
H 1.406712 2.062228 -2.788545  0.477

Atomic forces in eV per Å
N 0.0 -0.5 -0.1
C 0.2 0.3 0.7
C 0.0 0.0 -0.8
C 0.3 -0.3 0.3
C -0.1 0.2 -0.2
C -0.1 -0.2 0.0
N 0.1 0.3 0.0
H 0.0 0.1 0.1
H 0.0 0.1 0.0
H 0.1 0.0 0.1
H -0.1 -0.2 0.2
H 0.0 -0.2 0.0
H -0.1 0.0 0.2
H -0.2 0.1 -0.2
H -0.1 0.0 0.0
H -0.1 0.0 0.0
H 0.0 0.0 0.2
H 0.1 0.0 0.1
H 0.0 -0.1 -0.1
H -0.1 -0.3 -0.1
H -0.1 0.0 0.2
O -0.1 -0.1 -0.1
H 0.1 0.3 0.4
H 0.0 0.2 -0.2
O -0.1 0.9 -0.2
H 0.2 -0.5 0.5
H -0.2 -0.5 -0.3
O -0.4 0.4 -0.2
H 0.2 -0.3 0.2
H 0.2 -0.1 0.0
O 0.5 -0.2 0.6
H 0.1 0.3 -0.3
H -0.6 0.1 -0.2
O 0.3 0.0 0.0
H -0.6 0.1 -0.1
H 0.2 -0.4 0.0
O -0.1 0.4 0.6
H -0.2 0.0 -0.4
H 0.5 -0.3 -0.2
O -0.2 -0.5 -0.4
H 0.4 0.9 0.5
H -0.2 -0.4 -0.3
O 0.0 0.0 -0.1
H 0.0 0.4 0.0
H -0.2 -0.2 0.0
O -0.1 0.3 0.0
H 0.0 -0.5 -0.1
H 0.4 0.3 0.0
O 0.5 0.2 -0.1
H -0.6 -0.1 0.1
H 0.0 -0.1 -0.1
O 0.1 0.1 0.2
H 0.2 -0.4 -0.3
H -0.2 0.2 -0.1

=====

Entry 3:
Entry from the OMol25 dataset: an isolated ion of composition C4H7N2 and charge +1 in a non-equilibrium geometry (wB97M-V/def2-TZVPD).

Computed properties:
Highest occupied orbital energy (spin up / spin down) in eV: -12.5 / -15.7
Spin multiplicity: 3
Net charge: +1
LUMO energy (spin up / spin down) in eV: -6.97 / -8.72
Relative energy (zero: lowest compared OMol25 entry of this formula, charge and spin) in eV: 3.233

Last column: Löwdin spin population.
Element x y z (Å)
C 0.175261 0.556650 0.056416  0.095
C 0.855553 1.679755 -0.031434  -0.022
C -1.285520 0.188856 0.285868  0.090
C -1.365497 -1.257753 -0.161539  0.739
N 2.049484 -0.703072 -0.020260  0.480
N 0.837051 -0.672576 -0.130157  0.467
H 1.862921 1.714006 -0.337199  0.005
H 0.433961 2.737280 0.009124  0.001
H -1.381550 0.119679 1.372819  0.003
H -1.831837 0.734792 -0.403413  0.014
H -1.479623 -2.070986 0.627047  0.032
H -1.381774 -1.410659 -1.162505  0.045
H 2.511566 -1.615978 -0.104766  0.052

Atomic forces in eV per Å
C -2.3 -0.9 0.1
C -0.8 2.8 -0.5
C 2.4 -2.6 0.8
C -1.9 -0.2 4.3
N -3.2 -1.7 -0.2
N 6.7 2.0 0.2
H 1.2 -0.3 -0.1
H 0.0 -1.8 0.3
H -1.0 1.1 -0.2
H -1.8 1.7 -0.3
H 0.2 1.1 -1.5
H 0.0 -1.0 -2.8
H 0.5 -0.2 -0.2

=====

Entry 4:
Entry from the OMol25 dataset: C25H32F4N3O6PS2Ti as an isolated structure (wB97M-V/def2-TZVPD).

Computed properties:
Highest occupied orbital energy in eV: -8.2
Net charge: 0
LUMO energy in eV: -0.84
Relative energy (zero: lowest compared OMol25 entry of this formula, charge and spin) in eV: 0.686

Last column: Löwdin charge in e.
Element x y z (Å)
Ti -0.099132 -0.090475 0.600700  0.939
C 0.254957 2.602433 4.213862  -0.056
C 1.155681 1.455877 3.788179  -0.225
N 0.477684 0.261906 3.238762  -0.174
C -0.718648 -0.109807 4.023247  -0.226
C -0.463745 -0.499422 5.473938  -0.064
C 1.468355 -0.812822 3.188013  -0.193
C 0.897558 -2.079057 2.574956  -0.180
N -0.138527 -1.790872 1.579797  -0.125
C -0.925815 -2.871972 1.194673  -0.214
C -2.063310 -2.584137 0.438762  -0.214
F -2.251986 -1.286070 0.117917  0.030
C -2.931711 -3.535076 -0.033872  -0.215
F -3.979502 -3.148130 -0.771855  0.100
C -2.717948 -4.874686 0.232096  0.077
C -1.593626 -5.191926 0.959854  -0.209
F -1.318725 -6.473627 1.233279  0.098
C -0.702221 -4.233410 1.421453  -0.140
F 0.391471 -4.677906 2.064201  0.088
H 0.883084 3.455790 4.474037  0.087
H -0.336279 2.355313 5.094595  0.074
H -0.436493 2.928244 3.439842  0.059
H 1.764195 1.156680 4.653467  0.121
H 1.867969 1.796373 3.033539  0.109
H -1.206496 -0.928005 3.496098  0.110
H -1.412257 0.728486 3.971391  0.112
H 0.148517 -1.397420 5.564034  0.070
H -1.418034 -0.713677 5.956303  0.083
H 0.019854 0.292603 6.047200  0.069
H 1.862558 -1.051207 4.185143  0.124
H 2.311029 -0.448833 2.600859  0.114
H 0.467546 -2.705445 3.360466  0.122
H 1.721872 -2.638684 2.125473  0.133
H -3.392706 -5.637789 -0.124253  0.138
O -2.594059 2.920039 1.625087  0.128
C -1.638318 2.253801 1.326570  -0.556
O -1.592231 0.937546 1.250851  -0.170
C -0.296835 2.850133 0.971660  -0.211
C -0.002609 4.178276 0.722529  0.045
C 1.281979 4.480999 0.280454  -0.005
C 2.219954 3.469558 0.083723  0.041
C 1.827368 2.173449 0.357516  -0.180
N 0.612876 1.913618 0.799475  0.012
C 2.583405 0.897373 0.086952  -0.522
O 3.730421 0.868117 -0.266274  0.136
O 1.791450 -0.146765 0.281275  -0.195
H -0.766713 4.931507 0.850506  0.132
H 1.543304 5.507571 0.059957  0.116
H 3.214080 3.663137 -0.293200  0.130
C 2.544843 0.112401 -5.224241  -0.044
C 2.380752 0.801381 -3.885715  -0.420
C 1.600202 2.097227 -3.963844  -0.061
O 1.830439 -0.136152 -2.920855  -0.288
P 0.332556 -0.552556 -2.647365  -0.061
S 0.295843 -2.144260 -1.540276  0.504
S -0.645597 0.904206 -1.651350  0.511
O -0.242833 -0.680924 -4.118004  -0.290
C -1.625263 -0.864819 -4.558591  -0.425
C -2.219926 0.492904 -4.866451  -0.055
C -2.460592 -1.687822 -3.601392  -0.079
H 3.179150 0.722271 -5.869768  0.086
H 1.584404 -0.034481 -5.716302  0.075
H 3.023984 -0.856383 -5.090178  0.090
H 3.366234 1.007771 -3.464012  0.143
H 0.594556 1.939961 -4.354366  0.065
H 2.123677 2.774912 -4.640696  0.089
H 1.516596 2.575017 -2.988525  0.058
H -1.501058 -1.422991 -5.488163  0.143
H -2.353307 1.078978 -3.957725  0.054
H -3.194714 0.364322 -5.339689  0.087
H -1.579375 1.044806 -5.554442  0.080
H -2.618072 -1.175684 -2.652011  0.058
H -1.996432 -2.650988 -3.398198  0.068
H -3.435283 -1.860687 -4.061057  0.092

Atomic forces in eV per Å
Ti 0.0 -0.5 -0.3
C 0.0 0.1 0.0
C 0.0 -0.1 0.0
N 0.1 0.0 0.0
C 0.0 0.0 -0.1
C 0.0 0.0 0.1
C 0.0 0.0 0.0
C 0.0 -0.1 0.0
N 0.0 -0.4 -0.1
C 0.1 0.3 0.0
C -0.1 -0.1 0.0
F 0.0 0.1 0.0
C 0.0 0.0 0.0
F 0.0 0.0 0.0
C 0.0 0.0 0.0
C 0.1 0.1 0.0
F 0.0 0.0 0.0
C -0.1 0.0 0.1
F 0.0 0.0 0.0
H 0.0 0.0 0.0
H 0.0 0.0 0.0
H 0.0 0.0 0.0
H 0.0 0.0 0.0
H 0.0 0.0 0.0
H 0.0 0.0 0.0
H 0.0 0.0 0.0
H 0.0 0.0 0.0
H 0.0 0.0 0.0
H 0.0 0.0 0.0
H 0.0 0.0 0.0
H 0.0 0.0 0.0
H 0.0 0.0 0.0
H 0.0 0.0 0.0
H 0.0 0.0 0.0
O 0.0 0.1 0.1
C -0.1 -0.4 0.0
O -0.2 0.5 0.1
C -0.1 0.2 -0.1
C 0.1 0.0 0.1
C 0.0 0.0 0.0
C 0.0 0.0 0.1
C 0.1 0.2 -0.1
N -0.1 -0.1 -0.2
C -0.2 -0.3 0.0
O 0.1 0.1 0.0
O 0.5 0.3 0.1
H 0.0 0.0 0.0
H 0.0 0.0 0.0
H 0.0 0.0 0.0
C 0.0 0.0 -0.1
C 0.0 0.0 0.1
C 0.0 0.0 0.0
O 0.0 -0.1 0.0
P 0.0 0.2 0.0
S 0.0 -0.2 0.3
S -0.2 0.2 0.2
O 0.0 0.0 -0.1
C 0.1 0.0 0.0
C -0.1 0.0 0.0
C -0.1 0.0 0.0
H 0.0 0.0 0.0
H 0.0 0.0 0.0
H 0.0 0.0 0.0
H 0.0 0.0 0.0
H 0.0 0.0 0.0
H 0.0 0.0 0.0
H 0.0 0.0 0.0
H 0.0 0.0 0.0
H 0.0 0.0 0.0
H 0.0 0.0 0.0
H 0.0 0.0 0.0
H 0.0 0.0 0.0
H 0.0 0.0 0.0
H 0.0 0.0 0.0

=====

- Number 3 is which compound?
  C4H7N2